Record 1
Computed, not measured: a molecular structure, C12H18N11PdSSb, with wB97M-V/def2-TZVPD.

Summary:
Spin multiplicity: 3
Gap between HOMO and LUMO (alpha / beta) in eV: 6.888 / 6.103
HOMO (alpha / beta) in eV: -1.90 / -1.90
Net charge: -2
Energy relative to the best compared isomer or geometry (same formula, charge and spin) in kJ/mol: 0.0
Expectation value of S²: 2.009

Each line ends with the Mulliken charge.
Positions of all 44 atoms, in Å:
Sb 0.2311 -2.0342 0.5738  0.907
Pd 0.1327 0.7746 0.4529  0.295
S 4.0529 3.5089 0.8440  -0.495
N -1.7969 4.4540 1.7454  -0.551
N -1.0350 0.8239 4.6362  -0.578
N -1.0225 2.6481 0.7587  0.620
N 0.6439 0.4583 -1.5892  0.443
N -1.3549 3.5670 -0.1896  -0.457
N -0.4578 -0.6949 3.1979  -0.278
N -1.1300 2.6947 3.1694  -0.081
N 1.9787 1.6306 1.1598  -0.588
N -0.7447 -0.4824 4.4360  -0.800
N -0.5462 0.4787 2.5223  0.661
N -1.8109 4.6172 0.3994  -0.667
C -0.2583 0.5258 -2.6242  0.369
C 2.8222 2.4237 1.0053  0.265
C 3.0285 -0.3266 -1.2461  -1.111
C 0.3154 0.0093 -3.7687  -0.762
C 1.6388 -0.3818 -3.4232  -0.728
C -0.9019 1.3649 3.4346  0.329
C 0.3352 -3.0279 -1.3324  -1.393
C -1.6286 1.1138 -2.4692  -1.261
C -1.8824 -1.6821 0.3590  -1.198
C -0.0474 -3.8370 1.7039  -1.301
C 1.8017 -0.1024 -2.0814  0.378
C -1.3022 3.2430 1.9097  0.208
H 2.3852 -0.8246 -4.0709  0.369
H -1.8959 1.2617 -1.4249  0.162
H 2.8611 -0.0581 -0.2080  0.149
H -1.7076 2.1042 -2.9239  0.317
H 0.8950 -4.3839 1.7844  0.332
H 3.3450 -1.3757 -1.2781  0.209
H 1.3250 -3.4583 -1.4985  0.352
H 0.1429 -2.2927 -2.1173  0.325
H -2.3653 -2.6041 0.0278  0.464
H -0.7876 -4.4514 1.1860  0.367
H -2.3865 0.4694 -2.9248  0.296
H 3.8666 0.2825 -1.5954  0.327
H -0.3963 -3.5638 2.7005  0.330
H -0.1574 -0.0547 -4.7405  0.389
H -2.0566 -0.9143 -0.3966  0.224
H -2.2953 -1.3514 1.3121  0.398
H -1.4164 3.2689 3.9406  0.256
H -0.4174 -3.8211 -1.3568  0.508

Forces on atoms 1 to 6 (eV/Å):
-0.15 -0.15 -0.30
0.04 0.35 0.64
-0.25 -0.27 0.03
-0.08 0.17 -0.27
0.01 -0.32 0.04
0.20 0.06 -0.62

---

Record 2
Computed, not measured: a molecular structure, C21H36CdP2S at a distorted geometry, with wB97M-V/def2-TZVPD.

Summary:
Gap between HOMO and LUMO in eV: 3.883
HOMO in eV: -4.36
Net charge: 0
Energy relative to the best compared isomer or geometry (same formula, charge and spin) in kJ/mol: 14.7

Each line ends with the Mulliken charge.
Positions of all 61 atoms, in Å:
Cd -1.2708 -0.8852 -0.5278  0.718
S -1.2026 -3.2439 0.4598  -0.535
P 2.2832 0.8358 -5.3213  1.318
P 1.0611 4.4641 -3.8957  1.184
C 1.2283 3.3591 -1.3916  -1.321
C 1.6024 -0.3171 -6.5108  -1.513
C -0.1528 -2.6943 4.3050  -0.328
C -1.4154 0.6909 0.8823  -1.117
C -0.0763 -2.8324 2.9269  -0.365
C 1.9300 0.2879 -3.6536  0.053
C 1.8426 2.5070 -5.9330  -1.277
C 0.4251 3.3321 -2.6133  0.251
C 3.1128 2.1103 -2.4284  0.731
C 2.3730 2.5226 -1.1044  -0.990
C 1.9292 5.8425 -3.1574  -1.543
C -0.0679 2.0171 -3.3320  -0.851
C 0.5272 0.6489 -3.0085  -1.077
C -1.2461 -3.0879 2.1638  0.110
C -0.3955 5.0298 -4.8085  -1.369
C -2.4774 -3.2340 2.8508  -0.405
C 4.0875 0.7676 -5.4753  -1.490
C -2.5417 -3.1043 4.2291  -0.347
C 3.0027 0.7279 -2.7633  -1.653
C -1.3786 -2.8349 4.9719  -0.409
C 2.2243 3.8114 -5.1684  -1.009
H -0.7726 4.2475 -5.4871  0.332
H 2.6131 2.6542 -3.2529  -1.467
H 3.0131 5.6660 -3.1747  0.398
H 2.3964 2.5472 -6.8905  0.640
H -0.4992 3.8898 -2.3524  0.973
H 2.2440 4.6207 -5.9253  0.592
H -0.1296 5.9233 -5.3917  0.457
H 1.4640 -1.3026 -6.0495  0.384
H 4.5584 1.6565 -5.0259  0.335
H 1.9735 -0.8156 -3.7560  0.728
H 4.3252 0.7252 -6.5451  0.518
H -0.9584 0.3617 1.8254  0.313
H 0.7712 2.5006 -6.2062  0.493
H 3.0853 3.1105 -0.5011  0.441
H 4.4636 -0.1368 -4.9757  0.407
H 0.6033 0.5149 -1.9183  0.083
H 0.7544 -2.4792 4.8829  0.334
H 0.8736 -2.7329 2.3983  0.368
H -0.9111 1.5887 0.5051  0.181
H 2.1479 1.6144 -0.5142  0.182
H -3.3680 -3.4410 2.2559  0.364
H 3.2517 3.7641 -4.7598  0.480
H -1.1679 5.2905 -4.0709  0.442
H 4.1603 2.4485 -2.4086  0.597
H 1.6985 6.7534 -3.7249  0.453
H -0.0338 2.1637 -4.4251  0.370
H 0.6440 0.0564 -6.8953  0.413
H 2.3216 -0.3974 -7.3361  0.446
H -1.4360 -2.7295 6.0563  0.351
H -1.1552 1.9553 -3.1259  0.155
H -3.5043 -3.2132 4.7352  0.327
H -0.2024 -0.0977 -3.3627  0.645
H -2.4794 0.9025 1.0555  0.393
H 3.6317 -0.0177 -2.2998  0.149
H 0.9342 4.0950 -0.6468  0.533
H 1.5954 5.9585 -2.1215  0.425

Forces on atoms 1 to 6 (eV/Å):
0.23 -1.07 1.30
0.16 -0.33 -2.37
0.69 0.57 0.47
0.42 -0.68 -0.87
-1.83 0.91 0.13
0.00 -0.01 -0.97

---

Record 3
Computed, not measured: a single C3H5N3 molecule, with wB97M-V/def2-TZVPD.

Summary:
Gap between HOMO and LUMO in eV: 10.360
HOMO in eV: -9.56
Net charge: 0
Energy relative to the best compared isomer or geometry (same formula, charge and spin) in kJ/mol: 370.1
Structure (SMILES): C=C1C=NNN1

Each line ends with the Mulliken charge.
Positions of all 11 atoms, in Å:
N 1.4858 0.9800 -0.5383  -0.394
N 0.8217 -1.0481 0.2610  -0.449
N 1.2732 -0.4007 -0.9712  -0.269
C -0.1346 -0.0615 0.6059  0.262
C 0.6707 1.1750 0.4218  -0.057
C -1.4388 -0.1716 0.3773  -0.681
H 0.5256 2.1571 0.8609  0.422
H 0.3656 -1.9080 -0.0357  0.327
H 0.3651 -0.2702 -1.4479  0.330
H -1.8439 -1.1435 0.1085  0.241
H -2.0904 0.6914 0.3578  0.269

Forces on atoms 1 to 6 (eV/Å):
-0.18 0.16 0.20
-0.44 -0.11 -0.13
0.64 0.00 0.10
-0.19 0.20 -0.15
-0.08 0.11 -0.29
-0.18 -0.06 0.25

---

Record 4
Computed, not measured: a single C4H7NO2 molecule at a distorted geometry, with wB97M-V/def2-TZVPD.

Summary:
Gap between HOMO and LUMO in eV: 10.467
HOMO in eV: -9.63
Net charge: 0
Energy relative to the best compared isomer or geometry (same formula, charge and spin) in kJ/mol: 241.2
Structure (SMILES): O[C@@H]1CN=COC1

Each line ends with the Mulliken charge.
Positions of all 14 atoms, in Å:
O -0.9834 -0.7591 1.4282  -0.534
O 1.0900 1.0825 0.6206  -0.344
N 1.0872 -1.0016 -0.5403  -0.529
C 1.6023 -0.0798 0.1664  0.053
C -1.0081 -0.1029 0.1855  -0.208
C -0.1895 1.3213 0.1036  -0.466
C -0.3458 -0.9601 -0.8864  -0.416
H -0.6053 2.1947 0.6505  0.327
H -0.5009 -0.5058 -1.8656  0.320
H -1.8560 0.5279 0.0571  0.390
H -0.1236 1.6553 -0.9571  0.304
H -0.6662 -2.0124 -0.9797  0.295
H -0.1230 -1.2097 1.4957  0.403
H 2.6222 -0.1503 0.5214  0.404

Forces on atoms 1 to 6 (eV/Å):
0.13 0.51 -0.07
0.69 0.06 -0.18
0.23 0.36 0.19
0.39 -0.32 -0.21
1.36 2.24 -0.24
-0.02 -0.76 0.25

---

Record 5
Computed, not measured: 2 unconnected molecules or ions with the total composition CHBrClNO at a distorted geometry, with wB97M-V/def2-TZVPD.

Summary:
Gap between HOMO and LUMO in eV: 9.894
HOMO in eV: -9.87
Net charge: 0
Energy relative to the best compared isomer or geometry (same formula, charge and spin) in kJ/mol: 191.6
Structure (SMILES): N#CCl.OBr

Each line ends with the Mulliken charge.
Positions of all 6 atoms, in Å:
Br -1.8052 0.1428 1.0921  0.037
Cl 1.8795 -0.0003 1.5947  -0.026
O -1.7912 0.0401 -0.7058  -0.485
N 1.0760 -0.1724 -1.0364  -0.440
C 1.4450 -0.1037 0.0432  0.427
H -0.8041 0.0934 -0.9878  0.486

Forces on the atoms, in the same order (eV/Å):
0.07 0.02 0.13
0.33 0.01 0.40
1.76 0.14 -0.91
-0.15 -0.02 -0.89
0.02 0.04 0.61
-2.04 -0.19 0.66

---

Record 6
Computed, not measured: a single H4NO2PS molecule at a distorted geometry, with wB97M-V/def2-TZVPD.

Summary:
Gap between HOMO and LUMO in eV: 8.943
HOMO in eV: -9.00
Net charge: 0
Energy relative to the best compared isomer or geometry (same formula, charge and spin) in kJ/mol: 508.9

Each line ends with the Mulliken charge.
Positions of all 9 atoms, in Å:
S -1.8300 0.0354 -0.4505  0.400
P 2.0325 0.4867 0.0590  0.293
O 2.6019 -0.8291 0.4003  -0.474
O -2.2965 -0.5183 0.8073  -0.501
N -0.0211 -0.0791 -0.5728  -0.588
H -2.0323 1.3332 -0.3296  0.158
H 1.1915 0.8167 1.3032  -0.022
H 0.1654 -0.6413 0.1729  0.389
H 0.1886 -0.6041 -1.3899  0.344

Forces on atoms 1 to 6 (eV/Å):
0.04 -1.46 -1.85
-0.18 1.64 1.28
0.10 -0.83 -0.19
0.20 -0.32 0.88
-1.96 2.44 -1.37
0.78 1.41 0.28

---

Record 7
Computed, not measured: a molecular structure, C22H45BBeN3O14 at a distorted geometry, with wB97M-V/def2-TZVPD.

Summary:
Spin multiplicity: 2
Gap between HOMO and LUMO (alpha / beta) in eV: 5.282 / 9.114
HOMO (alpha / beta) in eV: -5.22 / -9.06
Net charge: 0
Expectation value of S²: 0.751

Each line ends with the Mulliken charge.
Positions of all 86 atoms, in Å:
O 1.5062 -6.3709 0.8720  -0.491
O 1.0178 -8.6663 1.4666  -0.586
O 0.3057 0.9453 -2.8079  0.239
O 4.1299 -3.1710 -0.7812  -0.613
O 0.8083 -4.3212 -0.3753  -0.215
O -2.3080 1.0864 2.9407  -0.399
O -1.3583 -1.1434 -1.6423  0.461
O -1.1752 5.0730 0.3424  -0.328
O 1.5104 -2.0396 -0.5703  0.086
O -0.5364 -1.7744 1.3109  0.749
O 2.7210 0.3205 -1.0311  0.646
O 0.9550 -6.5401 -1.4501  -0.424
O 0.0077 -8.6221 -1.3024  -0.591
O 2.9376 -5.1390 -0.7960  -0.558
N -2.3611 0.6598 0.2548  0.212
N 0.1062 2.9844 -0.7344  0.214
N 1.7306 0.1353 1.7088  0.271
C 3.0238 -0.4267 1.4093  -0.891
C 0.6228 -7.6676 -0.8394  0.561
C 0.3410 -1.9778 2.3613  -0.731
C -2.3181 2.2608 2.2328  -0.608
C -2.7211 -0.6948 -1.7429  -0.932
C -0.1413 2.2659 -3.0161  -1.081
C 0.0652 0.2721 -4.0157  -1.177
C -2.2666 1.2205 4.3249  -0.907
C 3.6024 0.2481 0.0358  -0.987
C -1.7635 5.7635 1.3619  -1.051
C -2.9743 0.6097 -1.0387  -0.838
C 0.2561 5.1314 0.2376  -0.980
C 1.0401 -7.6989 0.6685  0.626
C -1.7386 -2.6154 1.3768  -1.082
C -2.7499 2.0136 0.7425  -1.104
C 0.8132 3.7037 0.2300  -0.341
C 3.1148 -3.8438 -0.6335  0.238
C -1.2727 -2.4312 -2.1743  -1.327
C 0.9824 -0.6081 2.7766  -0.526
C 3.4382 0.6566 -2.1933  -1.159
C 1.6824 -3.2653 -0.4833  -0.114
C 0.7266 3.1686 -1.9909  -0.821
B 1.5907 -5.6098 -0.4246  0.799
Be 0.1752 0.2065 -0.3563  0.809
H 0.6202 5.5896 1.1571  0.533
H 0.1541 -0.0816 3.2506  -0.455
H 0.6462 0.5088 -4.9070  0.402
H -1.3306 2.7187 2.2913  0.287
H -2.7178 1.4077 -1.7354  0.183
H -0.9443 0.3244 -4.4234  0.297
H 1.7678 2.8619 -1.8909  0.191
H -3.0114 2.9510 2.7135  0.635
H 0.8905 4.2240 -2.2086  0.519
H 1.8871 3.8099 0.0766  0.414
H 3.7542 -0.4076 2.2182  0.575
H 1.0867 -2.7716 2.3171  0.288
H -1.1915 2.4824 -3.2115  0.432
H -3.0223 -0.5828 -2.7845  0.407
H 4.1208 1.4986 -2.0779  0.364
H -2.9371 0.1838 0.9343  0.259
H -2.5248 -2.2154 2.0172  0.247
H -1.3439 0.7728 4.6942  0.269
H 1.6815 -0.9316 3.5477  0.570
H -0.6529 3.6465 -0.8092  0.395
H -1.4225 5.4407 2.3457  0.398
H -2.3945 2.8841 0.1912  0.355
H -3.0594 0.6541 4.8136  0.278
H 2.9338 -1.5130 1.4117  0.097
H -1.4803 -3.6468 1.6165  0.393
H 0.5935 3.1381 1.1354  -0.113
H -0.2273 -2.2767 3.2421  0.546
H 0.3049 2.6934 -3.9140  0.545
H 1.9497 0.9868 2.2058  0.227
H -2.1683 -2.6390 0.3753  0.103
H 0.3316 -0.7580 -3.7789  0.198
H 4.1814 -0.1174 -2.3848  0.384
H -0.2897 -2.6303 -2.6011  0.207
H -2.8414 5.6192 1.4347  0.338
H 4.4289 -0.4180 -0.2117  0.520
H -4.0505 0.7384 -0.9237  0.626
H -1.9387 -2.5286 -3.0317  0.487
H 3.9597 1.2215 0.3715  0.355
H 2.8704 0.7853 -3.1148  0.152
H -1.4032 -3.2411 -1.4566  0.250
H -3.8258 2.1835 0.7836  0.374
H -2.3092 2.2643 4.6357  0.400
H -3.5265 -1.2691 -1.2852  0.373
H 0.4880 5.5117 -0.7573  0.241
H -1.5628 6.8290 1.4735  0.402

Forces on atoms 1 to 6 (eV/Å):
-0.34 -1.85 -0.34
0.06 4.51 -3.15
-1.24 1.20 -1.26
-1.86 -1.56 0.60
1.21 2.23 0.06
-0.59 -1.64 -0.15